No. 1
Molecular formula: C37H80BrFN2O24P6
Method: DFT, wB97M-V/def2-TZVPD

```
151
C37H80BrFN2O24P6 wB97M-V/def2-TZVPD
C 3.008 -5.964 -4.196
C 1.533 -5.353 -3.781
F 1.287 -5.480 -2.352
C 1.266 -3.881 -4.399
C 0.835 -2.747 -3.334
O -0.568 -2.549 -2.984
C -1.288 -3.782 -2.881
N -1.675 -4.950 -2.698
C 1.777 -2.410 -2.060
C 3.302 -2.959 -2.060
C 4.305 -2.183 -1.052
C 5.385 -1.242 -1.858
C 6.313 -2.129 -2.847
O 7.688 -1.562 -2.829
C 8.153 -1.778 -4.205
O 7.927 -0.909 -5.115
P 1.007 -2.943 -0.368
N 1.187 -1.659 0.853
O 1.893 -4.302 0.297
O 1.933 -0.929 -1.995
C 0.949 -0.345 -2.911
O 0.201 0.677 -2.777
C 1.132 -1.365 -4.196
O 2.508 -1.073 -4.582
P 0.096 -1.054 -5.763
O 0.871 -1.766 -7.169
Br 0.015 1.176 -6.270
H 3.561 -6.214 -3.215
H 3.622 -5.243 -4.853
H 2.883 -6.951 -4.813
H 0.769 -6.071 -4.305
H 2.217 -3.604 -5.019
H 0.406 -3.965 -5.185
H 3.395 -4.099 -1.808
H 3.684 -2.871 -3.164
H 3.787 -1.499 -0.280
H 4.944 -2.943 -0.435
H 4.865 -0.424 -2.500
H 6.086 -0.749 -1.063
H 5.906 -2.030 -3.922
H 6.360 -3.243 -2.537
H 8.679 -2.782 -4.440
H 1.613 -2.121 1.700
H 1.888 -0.937 0.585
H 1.781 -4.312 1.294
H 2.764 -1.511 -5.432
H 1.687 -1.221 -7.393
O 11.908 3.631 0.280
P 11.442 2.177 0.104
O 9.978 2.367 0.867
C 9.042 3.319 0.390
C 8.120 2.721 -0.650
O 12.290 1.574 1.398
C 13.460 2.247 1.851
C 13.126 3.257 2.941
O 10.964 0.545 -0.154
C 10.306 0.150 -1.344
C 10.814 0.828 -2.600
H 9.545 4.206 -0.011
H 8.449 3.647 1.249
H 8.665 2.506 -1.572
H 7.306 3.407 -0.898
H 7.689 1.782 -0.291
H 13.983 2.717 1.013
H 14.142 1.494 2.257
H 12.246 3.857 2.701
H 13.968 3.930 3.115
H 12.896 2.739 3.876
H 9.232 0.292 -1.221
H 10.455 -0.929 -1.446
H 10.808 1.918 -2.508
H 10.190 0.553 -3.456
H 11.844 0.524 -2.811
O 0.092 -3.422 5.243
P -1.375 -3.844 5.429
O -1.127 -5.463 5.152
C -0.224 -6.198 5.962
C -0.912 -6.783 7.175
O -1.861 -3.428 3.897
C -1.145 -2.430 3.175
C -0.048 -3.048 2.319
O -3.025 -4.257 5.681
C -3.523 -4.542 6.975
C -2.952 -3.671 8.076
H 0.629 -5.580 6.267
H 0.172 -7.011 5.347
H -1.202 -5.994 7.873
H -0.254 -7.472 7.709
H -1.820 -7.319 6.884
H -0.745 -1.674 3.857
H -1.858 -1.914 2.524
H 0.527 -3.809 2.859
H 0.664 -2.254 1.949
H -0.485 -3.555 1.455
H -3.377 -5.602 7.188
H -4.606 -4.392 6.939
H -1.858 -3.682 8.080
H -3.303 -4.020 9.052
H -3.268 -2.632 7.947
O -4.616 0.913 0.230
P -3.668 1.758 1.096
O -3.840 3.162 0.224
C -5.122 3.746 0.057
C -5.442 4.714 1.175
O -2.269 1.223 0.380
C -2.243 -0.051 -0.256
C -2.585 0.066 -1.736
O -2.622 2.660 2.122
C -3.109 3.306 3.283
C -4.164 2.528 4.043
H -5.901 2.979 -0.019
H -5.108 4.287 -0.893
H -5.593 4.181 2.117
H -6.356 5.275 0.962
H -4.622 5.422 1.321
H -2.910 -0.751 0.257
H -1.232 -0.454 -0.153
H -3.443 0.716 -1.919
H -2.798 -0.917 -2.161
H -1.748 0.508 -2.281
H -3.465 4.302 3.015
H -2.251 3.464 3.942
H -4.996 2.229 3.398
H -4.564 3.134 4.861
H -3.736 1.615 4.467
O -11.150 6.378 -2.172
P -10.524 5.304 -1.268
O -11.825 4.271 -1.295
C -12.305 3.758 -2.527
C -11.611 2.466 -2.901
O -10.877 6.068 0.164
C -11.048 7.481 0.187
C -12.509 7.862 -0.015
O -9.756 4.126 -0.278
C -8.930 3.121 -0.836
C -8.065 3.586 -1.990
H -12.201 4.494 -3.332
H -13.374 3.567 -2.401
H -10.566 2.651 -3.161
H -12.089 1.996 -3.763
H -11.626 1.762 -2.065
H -10.402 7.960 -0.555
H -10.716 7.842 1.165
H -12.982 7.297 -0.821
H -12.604 8.927 -0.234
H -13.084 7.640 0.889
H -9.548 2.268 -1.119
H -8.277 2.764 -0.034
H -8.655 4.071 -2.774
H -7.539 2.735 -2.433
H -7.322 4.310 -1.646
```

Values from the calculation:
Orbital gap, eV: 6.829
Highest occupied orbital energy, eV: -8.3001
2S+1: 1
ΔE to the lowest compared entry with this formula, charge and spin, kcal/mol: 263.5
E_LUMO, eV: -1.47

No. 2
Molecular formula: C52H81BiGeN3O2SeSi
Method: DFT, wB97M-V/def2-TZVPD

```
142
C52H81BiGeN3O2SeSi wB97M-V/def2-TZVPD
Bi 1.497 -0.029 -0.481
C 3.638 -0.640 0.158
C 3.520 -0.410 1.634
C 3.229 -1.595 2.217
C 3.237 -2.657 1.201
C 3.518 -2.125 -0.014
C 3.703 -2.839 -1.320
C 3.085 -4.100 1.568
C 2.970 -1.861 3.667
C 3.829 0.899 2.301
C 4.707 0.113 -0.609
H 4.719 -2.694 -1.705
H 3.013 -2.473 -2.076
H 3.550 -3.912 -1.205
H 3.921 -4.417 2.199
H 3.066 -4.749 0.692
H 2.171 -4.268 2.149
H 3.712 -2.550 4.083
H 1.986 -2.324 3.803
H 2.994 -0.943 4.254
H 4.081 0.745 3.351
H 2.998 1.606 2.266
H 4.687 1.385 1.826
H 5.669 -0.045 -0.112
H 4.527 1.190 -0.640
H 4.800 -0.255 -1.631
N -2.303 2.344 -1.440
C -1.084 1.997 -0.988
O -0.935 1.300 0.012
C 0.102 2.495 -1.789
C 1.442 2.100 -1.201
H -3.119 1.969 -0.984
H -2.420 2.801 -2.329
H 0.042 3.587 -1.839
H -0.004 2.117 -2.807
H 1.683 2.674 -0.309
H 2.238 2.177 -1.942
C 0.377 -6.645 -0.368
C -0.087 -5.720 -1.493
C -0.751 -4.442 -0.970
C 0.305 -3.419 -0.541
Ge -0.283 -1.837 0.458
C -2.186 -1.359 0.524
C -3.172 -2.534 0.696
C -3.333 -3.082 2.115
C -2.146 -3.894 2.638
H 0.833 -7.551 -0.770
H -0.469 -6.945 0.256
H 1.117 -6.163 0.279
H -0.798 -6.259 -2.124
H 0.764 -5.453 -2.129
H -1.397 -4.709 -0.131
H -1.391 -4.017 -1.749
H 0.838 -3.059 -1.424
H 1.045 -3.882 0.115
H 0.255 -1.928 1.902
H -2.398 -0.847 -0.413
H -2.289 -0.622 1.322
H -2.913 -3.356 0.023
H -4.148 -2.162 0.370
H -4.223 -3.717 2.129
H -3.529 -2.248 2.790
H -1.876 -4.693 1.940
H -2.387 -4.362 3.594
H -1.263 -3.269 2.793
C -0.768 3.430 6.166
C -0.140 2.058 6.441
C 0.753 1.526 5.313
C 0.009 0.912 4.136
N -0.929 1.819 3.472
C -0.583 2.899 2.721
Se 1.111 3.419 2.258
N -1.745 3.498 2.332
C -1.824 4.745 1.572
C -1.494 5.967 2.424
C -2.528 6.270 3.509
C -3.896 6.688 2.960
C -2.833 2.767 2.797
C -4.200 2.931 2.626
C -5.036 2.007 3.237
C -4.517 0.957 3.996
C -3.147 0.791 4.155
C -2.317 1.710 3.534
H -1.212 3.838 7.076
H -1.561 3.384 5.415
H -0.010 4.136 5.815
H -0.927 1.329 6.671
H 0.478 2.141 7.337
H 1.403 0.736 5.704
H 1.402 2.325 4.952
H -0.575 0.059 4.479
H 0.721 0.557 3.387
H -2.833 4.816 1.167
H -1.123 4.671 0.742
H -1.400 6.828 1.753
H -0.513 5.812 2.876
H -2.134 7.078 4.128
H -2.641 5.400 4.166
H -3.784 7.433 2.166
H -4.514 7.128 3.744
H -4.451 5.840 2.551
H -4.606 3.749 2.043
H -6.108 2.110 3.133
H -5.195 0.253 4.466
H -2.750 -0.030 4.742
C 2.735 -2.282 -5.198
C 1.231 -2.027 -5.029
C 0.620 -1.736 -6.415
C 0.566 -3.285 -4.450
Si 0.924 -0.530 -3.930
O 1.392 -0.872 -2.387
C -0.934 -0.212 -3.851
C -1.701 -1.064 -3.048
C -3.088 -0.980 -3.009
C -3.747 -0.027 -3.775
C -3.008 0.850 -4.562
C -1.621 0.756 -4.597
C 1.924 0.896 -4.623
C 3.178 1.144 -4.050
C 4.037 2.108 -4.560
C 3.656 2.855 -5.668
C 2.426 2.618 -6.267
C 1.576 1.644 -5.756
H 2.890 -3.121 -5.887
H 3.213 -2.543 -4.247
H 3.252 -1.411 -5.611
H 0.720 -2.617 -7.058
H 1.132 -0.905 -6.912
H -0.446 -1.490 -6.348
H 0.758 -4.142 -5.108
H -0.521 -3.170 -4.364
H 0.967 -3.530 -3.460
H -1.201 -1.826 -2.453
H -3.657 -1.670 -2.394
H -4.829 0.024 -3.769
H -3.515 1.596 -5.164
H -1.073 1.454 -5.221
H 3.492 0.552 -3.193
H 5.006 2.272 -4.101
H 4.322 3.605 -6.075
H 2.131 3.185 -7.141
H 0.640 1.455 -6.272
```

Values from the calculation:
Orbital gap, eV: 6.697
Highest occupied orbital energy, eV: -9.7440
Charge: +1
2S+1: 1
ΔE to the lowest compared entry with this formula, charge and spin, kcal/mol: 0.0
E_LUMO, eV: -3.05

No. 3
Molecular formula: C15H37BrGaINO6
Method: DFT, wB97M-V/def2-TZVPD

```
62
C15H37BrGaINO6 wB97M-V/def2-TZVPD
C -0.388 4.420 2.086
C -0.264 2.913 1.758
C 1.139 2.331 2.059
Br 1.258 0.429 1.457
Ga 1.622 2.621 4.040
N 3.198 3.741 4.095
I 1.806 0.422 5.441
H -0.394 5.040 1.180
H 0.408 4.807 2.729
H -1.327 4.583 2.627
H -1.012 2.310 2.285
H -0.478 2.791 0.683
H 1.852 2.893 1.436
H 0.413 3.470 4.700
H 3.046 4.528 4.710
H 3.277 4.139 3.165
C -1.000 5.647 -5.159
O -1.489 4.358 -4.858
C -1.818 3.601 -6.012
C -1.465 2.135 -5.831
O -0.074 1.847 -5.886
C 0.735 2.263 -4.788
C 0.507 1.490 -3.502
O -0.712 1.869 -2.885
C -1.356 0.795 -2.230
H -1.804 6.289 -5.535
H -0.604 6.076 -4.239
H -0.188 5.601 -5.893
H -1.298 3.988 -6.895
H -2.900 3.691 -6.172
H -1.899 1.591 -6.674
H -1.916 1.724 -4.927
H 0.654 3.338 -4.627
H 1.762 2.071 -5.106
H 1.320 1.712 -2.800
H 0.514 0.417 -3.720
H -1.472 -0.064 -2.902
H -2.349 1.132 -1.934
H -0.797 0.499 -1.338
C 1.795 -4.688 5.115
O 0.718 -4.393 4.254
C 0.966 -3.260 3.425
C 0.378 -3.456 2.040
O 1.089 -4.380 1.214
C 1.005 -5.760 1.534
C -0.348 -6.396 1.266
O -1.305 -6.011 2.241
C -2.606 -5.872 1.716
H 1.878 -3.935 5.905
H 1.604 -5.661 5.570
H 2.739 -4.749 4.561
H 2.039 -3.067 3.337
H 0.493 -2.393 3.896
H 0.451 -2.498 1.520
H -0.681 -3.707 2.087
H 1.339 -5.949 2.555
H 1.727 -6.248 0.873
H -0.248 -7.488 1.313
H -0.684 -6.115 0.262
H -2.609 -5.215 0.840
H -3.227 -5.416 2.485
H -3.023 -6.850 1.450
```

Values from the calculation:
Orbital gap, eV: 7.393
Highest occupied orbital energy, eV: -4.9669
Charge: -1
2S+1: 1
E_LUMO, eV: 2.43

No. 4
Molecular formula: C3H6FeO
Method: DFT, wB97M-V/def2-TZVPD

```
11
C3H6FeO wB97M-V/def2-TZVPD
C -2.099 0.251 0.366
C -1.036 0.601 -0.617
O 0.100 -0.217 -0.211
C 1.370 0.210 -0.661
Fe -0.944 -1.241 1.099
H 1.451 1.275 -0.312
H -0.762 1.673 -0.565
H -1.237 0.411 -1.688
H 2.163 -0.419 -0.231
H 1.407 0.163 -1.759
H -3.056 0.762 0.233
```

Values from the calculation:
Orbital gap (spin up / spin down), eV: 7.881 / 7.026
Highest occupied orbital energy (spin up / spin down), eV: -19.5254 / -21.2578
Charge: +2
2S+1: 7
E_LUMO (spin up / spin down), eV: -11.64 / -14.23

No. 5
Molecular formula: C4H19NO9
Method: DFT, wB97M-V/def2-TZVPD

```
33
C4H19NO9 wB97M-V/def2-TZVPD
C -0.904 -0.177 -2.203
C 0.074 0.691 -1.538
N -0.453 1.766 -0.785
C -0.406 3.076 -1.416
O 0.266 3.472 -2.302
C 0.660 -0.304 -0.418
O 0.398 -0.207 0.790
O 1.244 -1.390 -0.928
H -1.913 -0.281 -1.872
H -0.278 -1.104 -2.368
H -0.982 0.088 -3.277
H 0.902 0.916 -2.188
H -1.301 1.494 -0.359
H -1.299 3.530 -1.031
H 1.732 -1.997 -0.298
O 3.161 -1.087 2.671
H 2.392 -0.861 2.002
H 2.847 -0.625 3.496
O 1.534 1.878 2.009
H 0.963 1.114 1.650
H 2.223 2.031 1.355
O -3.699 -1.163 1.040
H -4.132 -1.455 0.175
H -2.834 -1.440 0.988
O 4.343 -1.163 -0.186
H 3.886 -0.360 -0.293
H 4.340 -1.405 0.710
O -1.361 -2.715 0.670
H -1.383 -3.473 1.209
H -0.430 -2.528 0.344
O -3.245 1.320 0.509
H -3.046 1.919 1.133
H -3.300 0.437 0.711
```

Values from the calculation:
Orbital gap, eV: 9.944
Highest occupied orbital energy, eV: -10.0515
2S+1: 1
SMILES: C[C@@H](NC=O)C(=O)O.O.O.O.O.O.O
ΔE to the lowest compared entry with this formula, charge and spin, kcal/mol: 48.9
E_LUMO, eV: -0.11

Molar mass values (in u) by entry order: 1221.783; 1168.875; 603.993; 113.925; 225.194.